i:
A single C5H6O2S molecule, computed with ωB97M-V/def2-TZVPD.

XYZ file:
```
14
Properties=species:S:1:pos:R:3
C -0.12486 1.05964 0.49601
C 0.36382 0.92811 -2.09787
S -0.75760 0.40330 2.05833
C -0.10632 -1.76594 0.49671
O 0.29172 0.73498 3.11669
H 1.31465 1.20753 -2.04910
H 0.24139 2.12269 0.24539
H 0.18300 0.34351 -2.89567
H -0.17339 -2.78870 0.11098
O 0.00391 -1.11313 -0.72215
C 0.02777 0.26152 -0.79771
C -0.50634 -1.29224 1.65808
H -0.28096 1.83185 -2.19577
H -0.47678 -1.93314 2.57608
```

LUMO = 0.34 eV
HOMO = -8.65 eV
Orbital gap = 8.988 eV

***

ii:
A single C5H6O2S molecule, computed with ωB97M-V/def2-TZVPD.

XYZ file:
```
14
Properties=species:S:1:pos:R:3
H -0.71588 -0.66285 3.43182
H -1.10917 0.40063 -2.60096
H 1.02095 -1.22981 -0.23463
H 0.50669 1.10167 2.23258
H -0.33858 1.59420 -0.08028
C -0.13963 0.38744 1.68132
C 1.15887 0.01756 -1.99142
S 0.06807 0.69259 -3.20977
C 0.53697 -0.37014 -0.66695
C -0.18091 0.53967 0.19424
O 2.27691 -0.22144 -2.24703
C -0.77721 -0.57380 2.33002
O -0.90699 -0.38567 -0.57400
H -1.40010 -1.29007 1.73505
```

LUMO = 0.74 eV
HOMO = -10.03 eV
Orbital gap = 10.764 eV
SMILES = C=C[C@@H]1O[C@H]1C(=O)S

***

Energies, relative to the best one, in eV: i 2.171; ii 0.000.

***

i:
3 unconnected molecules or ions with the total composition C3H6IN, computed with ωB97M-V/def2-TZVPD.

XYZ file:
```
11
Properties=species:S:1:pos:R:3
I 1.05237 3.90236 0.16069
H -2.28276 -1.24072 -2.32998
H 1.04281 2.40228 0.98443
H -0.19129 1.44802 -0.68212
N 0.57030 0.61456 0.91159
C -1.30954 -1.72065 -2.11763
H -1.27265 0.04382 -0.04241
C -0.28756 0.63761 0.02757
H 0.61015 -0.18000 1.53275
H 0.25519 -2.94710 -1.12733
C -0.40988 -2.29130 -1.63818
```

LUMO = 0.89 eV
HOMO = -9.29 eV
Orbital gap = 10.178 eV
SMILES = C#C.C=N.I

***

ii:
2 unconnected molecules or ions with the total composition C3H6IN, computed with ωB97M-V/def2-TZVPD.

XYZ file:
```
11
Properties=species:S:1:pos:R:3
H 0.54828 0.11199 -1.52331
N 1.75816 -0.17662 0.59563
I -2.60869 -0.38243 0.91608
C -0.89059 0.48115 -0.04421
C -0.47803 -0.23450 -1.31379
H -1.26607 -0.15297 -2.19863
H 2.68246 -0.27984 0.96092
C 0.81004 0.12037 1.29389
H -0.37627 -1.24898 -0.99424
H -0.78571 1.49565 -0.04355
H 0.60642 0.26620 2.35121
```

LUMO = 0.64 eV
HOMO = -8.22 eV
Orbital gap = 8.866 eV

***

Energies, relative to the best one, in eV: i 0.459; ii 0.000.

***

i:
A single C7H14 molecule, computed with ωB97M-V/def2-TZVPD.

XYZ file:
```
21
Properties=species:S:1:pos:R:3
H 1.64775 -1.59703 1.18735
H -1.33727 0.47088 1.97641
C 0.79491 1.00884 -1.83180
C -0.27760 0.23129 1.83731
H -0.70654 -2.35020 0.91521
H 0.54899 1.87138 -2.46004
H -0.71103 -1.97956 -0.81013
H 2.17293 -0.00160 0.65341
H 0.85387 0.12779 -2.47733
C -1.40849 1.39336 -0.69035
H -1.95170 -1.29640 0.25493
H 1.75957 -1.26074 -0.53146
H 1.77944 1.19862 -1.39734
C 1.47910 -0.81904 0.43026
C -0.23862 0.80199 -0.77509
H -2.22019 1.26474 0.01002
H -1.58495 2.18649 -1.56824
C 0.01780 -0.34039 0.44146
H -0.03648 -0.49531 2.62417
H 0.30821 1.13743 2.02848
C -0.88969 -1.55253 0.18276
```

LUMO = 0.91 eV
HOMO = -9.41 eV
Orbital gap = 10.328 eV
SMILES = C=C(C)C(C)(C)C

***

ii:
A single C7H14 molecule, computed with ωB97M-V/def2-TZVPD.

XYZ file:
```
21
Properties=species:S:1:pos:R:3
H -2.30611 0.09527 -1.97983
H -0.88758 1.54486 -0.62969
H -0.46553 1.79513 1.67829
H 2.01764 -0.93322 1.21137
H -1.44220 -1.39882 -1.39939
H -1.70113 -0.45886 1.51427
C -1.37959 -0.33391 -1.60677
C 1.53007 -0.65630 0.26784
C -0.07719 0.19284 -2.13549
H 0.98261 1.01393 2.34289
C -0.71682 -0.90836 1.34016
C -0.51042 0.52812 -0.73321
C 0.47042 1.28714 1.41253
H -0.27414 -1.14983 2.31421
H 0.72650 -0.52558 -2.27122
H -0.87361 -1.85307 0.80660
H 1.10083 2.00747 0.87626
H -0.09475 0.98027 -2.88376
H 2.21075 0.00273 -0.28364
H 1.40008 -1.57668 -0.31559
C 0.19384 0.04296 0.55108
```

LUMO = 0.97 eV
HOMO = -10.15 eV
Orbital gap = 11.122 eV
SMILES = CC(C)(C)C1CC1

***

iii:
2 unconnected molecules or ions with the total composition C7H14, computed with ωB97M-V/def2-TZVPD.

XYZ file:
```
21
Properties=species:S:1:pos:R:3
H -1.62632 1.90837 -0.80305
H 3.08042 0.04030 -0.09904
H -2.00181 -0.32432 1.26654
H 1.08350 0.39520 -2.05282
C 1.37618 -0.25782 1.19373
H -0.52885 -0.71825 -1.09885
H 0.21031 -2.00459 0.97190
H 2.00201 -1.25635 -0.59451
H 0.29053 1.00944 -0.56465
H 1.77210 1.72436 -1.11582
C -1.59742 -0.80805 -0.86759
H -1.80393 -1.85747 -0.64027
H -2.13607 -0.51998 -1.77459
C -1.74708 1.44219 0.17308
H -1.70073 2.09841 1.03661
C 2.02471 -0.24659 -0.16338
H 1.55042 0.63110 1.80246
C 0.47379 -1.14542 1.58917
H -0.11083 -1.00056 2.49456
C -1.86442 0.12095 0.28350
C 1.25347 0.76907 -1.03696
```

LUMO = 1.15 eV
HOMO = -9.08 eV
Orbital gap = 10.230 eV
SMILES = C=CCC.C=CC

***

iv:
A single C7H14 molecule, computed with ωB97M-V/def2-TZVPD.

XYZ file:
```
21
Properties=species:S:1:pos:R:3
C 1.50848 -0.54726 -1.52088
H -0.04854 -1.24072 2.40826
C -1.03997 0.82673 -0.25272
C -0.34152 2.14566 0.07186
H 0.72883 2.06456 -0.14583
H 0.12428 0.50793 2.30105
H 1.61545 -1.39787 0.52714
H -0.44565 2.41692 1.12898
C -0.43800 -1.71109 -0.31763
C -0.38161 -0.38318 0.39191
H -0.75314 2.96677 -0.52373
H -1.06945 0.66948 -1.33598
H 0.82748 -0.62189 -2.38609
H -0.58291 -1.72011 -1.39914
C 0.88539 -1.01007 -0.18519
H 1.84310 0.49577 -1.48037
H 2.36554 -1.18292 -1.77578
C -0.45547 -0.34516 1.92449
H -0.77236 -2.60781 0.19311
H -1.47711 -0.20815 2.30848
H -2.09283 0.88242 0.06806
```

LUMO = 1.13 eV
HOMO = -9.67 eV
Orbital gap = 10.797 eV
SMILES = CC[C@@]1(C)C[C@H]1C

***

Energies, relative to the best one, in eV: i 0.257; ii 0.000; iii 1.324; iv 0.188.

***

i:
3 unconnected molecules or ions with the total composition C7H14, computed with ωB97M-V/def2-TZVPD.

XYZ file:
```
21
Properties=species:S:1:pos:R:3
C 2.89234 -0.18535 0.14683
H -1.72965 -1.37733 -1.00109
H 2.96057 0.51364 0.97860
C 1.65326 -0.94545 -0.04364
H -2.80896 2.01071 -0.39146
C 1.92215 0.14262 -0.98939
H 3.83285 -0.66780 -0.11150
H -1.73988 2.25103 1.10222
H -3.21886 -1.37437 -0.06078
H 2.21948 -0.10705 -2.00552
H 1.33994 1.05765 -0.90572
H 1.07696 2.32434 1.19084
C -1.90724 0.26692 0.38855
H 0.45002 2.27627 0.79264
H -0.03935 -2.17923 -0.18752
C -2.49710 -0.72481 -0.57131
H 1.13069 -2.55796 1.20109
H -1.24226 -0.13380 1.15453
C 0.87825 -1.94025 0.34335
H -3.01378 -0.22248 -1.39475
C -2.15945 1.57270 0.36403
```

LUMO = 1.22 eV
HOMO = -9.56 eV
Orbital gap = 10.785 eV
SMILES = C=C1CC1.[H][H].C=CC

***

ii:
A single C7H14 molecule, computed with ωB97M-V/def2-TZVPD.

XYZ file:
```
21
Properties=species:S:1:pos:R:3
H -1.17718 -0.36063 -1.43316
H -1.64621 3.20604 -1.67313
H 1.14793 -1.37243 -0.81926
C -0.13192 -2.13418 0.74181
H 1.17587 1.25171 -1.03626
H 1.18946 -0.48182 0.65164
C 0.92515 -2.76561 1.66964
H -0.88576 -1.71866 1.42637
H 1.07578 -2.07624 2.50434
H 1.84107 -2.77270 1.06319
C -0.32030 2.59723 -0.33658
H -0.19870 1.41137 -2.16893
C -0.54902 -0.00878 -0.61996
H 0.48345 2.77589 0.38401
H -0.63944 -2.71187 -0.04675
H 0.55507 -3.70286 2.07934
C -1.14291 3.55645 -0.76184
H -1.03919 4.62969 -0.67333
C 0.08411 1.34686 -1.10343
H -1.22658 0.29324 0.20660
C 0.47932 -0.96269 -0.05432
```

LUMO = 1.17 eV
HOMO = -9.47 eV
Orbital gap = 10.642 eV
SMILES = C=CCCCCC

***

iii:
2 unconnected molecules or ions with the total composition C7H14, computed with ωB97M-V/def2-TZVPD.

XYZ file:
```
21
Properties=species:S:1:pos:R:3
H -1.16901 -2.16287 -1.39687
C 2.71197 -1.71244 -0.18327
C -1.00180 -1.05755 0.66088
H 2.00592 -2.60459 -0.40760
H 0.72077 3.18116 0.32274
H -0.70975 3.04850 -0.75822
C 0.26154 2.52271 -0.44118
H 0.15321 -1.45538 0.97457
H -0.13322 -0.07182 -1.11793
C -0.72057 0.21055 -0.14981
H -2.65339 -1.25793 -0.52138
H 3.94176 0.36436 0.35149
H 0.79201 0.98958 1.05294
C -0.16086 1.35906 0.49329
C -1.63561 -1.96829 -0.33499
H 0.85241 2.18671 -1.12333
H -0.62291 1.87064 1.36082
H -1.82198 0.73281 -0.40833
H -2.06699 -2.83855 0.16166
H -1.86010 -0.78127 1.31658
C 3.11661 -0.55540 0.14794
```

LUMO = 1.16 eV
HOMO = -10.00 eV
Orbital gap = 11.167 eV
SMILES = CCCCC.C#C

***

iv:
A single C7H14 molecule, computed with ωB97M-V/def2-TZVPD.

XYZ file:
```
21
Properties=species:S:1:pos:R:3
C -1.75197 -1.49629 -0.45464
H -2.17766 -1.23659 0.51622
H 2.37709 0.82992 -0.15442
H -0.45692 1.59680 -1.34547
H 1.31378 -0.28477 1.85938
H 0.86762 -1.78605 1.03604
H -2.56925 -1.56775 -1.17661
C 1.78022 0.17597 -0.81206
H 1.62791 0.71994 -1.74784
C 0.56224 -0.74680 1.20662
C -0.76368 -0.46157 -0.90996
H -0.37849 -0.78529 1.76914
C -0.58864 0.98413 -0.44593
H 0.75930 1.71528 1.12263
H 2.32705 -0.74788 -0.97962
H -0.52370 -0.52593 -1.97333
H -0.88295 1.56003 1.70871
H -1.26794 -2.47829 -0.38154
C 0.46142 -0.11483 -0.18426
C -0.30916 1.80660 0.82120
H -0.40626 2.84335 0.52572
```

LUMO = 0.97 eV
HOMO = -8.28 eV
Orbital gap = 9.259 eV
SMILES = C[C@@H]1[C@H](C)C1(C)C

***

Energies, relative to the best one, in eV: i 1.962; ii 0.000; iii 4.429; iv 0.616.